C4H12NO2 | ωB97M-V/def2-TZVPD

Properties
Highest occupied orbital energy ... -0.5352 hartree
E_tot ... -9920.476 eV
ΔE to the lowest compared entry with this formula, charge and spin ... 40.5 kcal/mol
Gap between HOMO and LUMO ... 11.2 eV

```
! RIJCOSX wB97M-V def2-TZVPD def2/J DEFGRID3
* xyz 1 1
C -1.601 0.257 0.700
C -0.145 0.562 0.388
C 0.770 0.062 1.575
C 2.150 0.595 1.411
O 2.415 1.268 0.425
N 0.415 0.016 -0.928
H -2.323 0.845 0.122
H -1.919 -0.754 0.433
H -1.661 0.560 1.740
H 0.031 1.641 0.353
H 0.325 0.395 2.502
H 0.588 -1.019 1.451
H 3.068 0.310 1.937
H -0.170 -0.207 -1.750
H 1.288 0.566 -0.995
H 0.855 -0.831 -0.550
H -2.008 -0.921 -2.866
H -0.988 -2.142 -3.039
O -1.091 -1.205 -2.908
*
```

Here are the Mulliken charges for atoms 1 to 5, given in e: number 1, C, carries -1.369; number 2, C, carries 0.131; number 3, C, carries -0.993; number 4, C, carries 0.093; number 5, O, carries -0.513